No. 1
ORCA calculation (ωB97M-V with the def2-TZVPD basis set) on C24H44N4O4S4 as an isolated structure.

The value obtained for the HOMO energy is -0.2702 Ha. The total energy is -3052.7744 a.u. The value obtained for the gap between HOMO and LUMO is 0.281 Eh. The calculation puts the molar mass at 580.91 g/mol. The value obtained for the energy above the lowest of the compared OMol25 structures with the same formula, charge and spin is 384.64 kcal per mole.

```
80
Properties=species:S:1:pos:R:3:forces:R:3
C 1.451178 -5.565989 -14.630764 3.788 -2.081 2.521
H 1.036289 -1.833429 -18.218099 0.087 0.151 -0.465
C -4.972673 -7.638858 -17.967834 -1.267 0.994 1.499
N -6.080133 -4.203646 -17.168547 0.496 -1.513 0.155
H -2.489255 -1.841266 -14.636228 -0.074 0.225 0.000
H 4.061800 -6.217279 -18.018108 0.492 0.252 -0.362
C 3.237793 -2.874161 -16.625967 1.000 0.126 -0.648
H -2.632804 -7.890468 -15.119035 -0.046 -0.947 -0.717
C -2.959017 -7.477334 -16.073507 -1.411 -0.296 1.259
C -5.101959 -4.668165 -18.032750 -0.459 2.333 0.644
H -6.964430 -3.815544 -17.464395 0.078 -0.360 0.305
C -1.785279 -6.194301 -14.009234 -0.571 0.059 1.552
H -2.715020 -4.757054 -12.758078 0.369 0.434 0.267
S 4.174073 -3.754503 -18.008701 -2.551 -0.126 1.687
C -0.312826 -2.124121 -16.199659 -0.234 -0.364 0.566
H 0.008453 -1.167965 -16.612762 -0.093 -0.010 1.438
N -1.066401 -6.087472 -15.142019 -0.215 0.085 1.758
C 0.898538 -4.309450 -18.438942 -1.320 0.418 -0.670
H -5.271064 -4.633588 -19.098878 0.214 -0.091 0.090
C -4.003821 -4.913237 -17.253982 0.468 -0.243 -2.059
H -2.732425 -0.187840 -19.155231 -0.022 0.024 0.151
C 1.266320 -4.300264 -14.227832 0.102 2.688 2.518
C -5.663201 -4.442857 -15.867841 1.172 1.107 -0.122
H -1.914136 -1.456270 -13.019104 0.096 -0.020 0.123
O 0.942979 -0.966240 -14.250218 -1.065 -1.544 -0.256
H -4.103928 -7.518931 -18.615145 0.090 -0.364 0.382
H 1.145746 -3.642645 -17.612887 0.962 -1.318 -0.349
H 3.834576 -3.005998 -15.723429 -0.202 0.430 0.089
H -2.319964 -7.717499 -16.923225 -1.253 -1.326 0.321
H -1.332832 -2.277580 -16.551994 0.009 -0.140 0.586
N 3.229608 -4.833477 -13.462327 0.601 -1.041 -0.962
H -6.397026 -4.342924 -15.081764 0.369 0.238 0.182
H 2.605198 -5.650267 -17.368240 0.615 0.895 0.193
H -0.019251 -4.419238 -16.034796 -1.220 -0.488 0.685
O 3.320398 -3.400045 -19.189711 1.213 -0.147 -0.441
H -1.571109 -6.559161 -16.945725 0.636 0.862 -2.405
H -2.206601 -7.117277 -13.639113 0.236 0.245 0.029
H -1.904143 -6.202718 -18.688103 0.392 0.173 -0.131
H 1.637925 -4.291421 -19.239632 -0.253 0.155 0.321
H -0.724633 1.668668 -19.272170 -0.690 -0.037 0.066
C -1.328132 -4.086683 -14.335221 -2.441 2.002 -0.729
N 0.531792 0.101613 -18.770031 -2.805 -0.624 0.208
C -1.341719 -5.919914 -17.798265 2.416 0.186 -0.544
H -1.402863 -2.600218 -18.705149 -0.433 0.430 0.168
H -1.562144 -4.946251 -17.360699 0.275 0.083 -0.852
H -1.743324 -0.283271 -14.315194 0.557 -0.063 -0.123
C -4.271448 -4.736060 -15.899772 -2.582 -0.088 -0.218
H -5.462615 -6.672573 -17.847990 0.118 -0.220 -0.594
H 3.152764 -1.859229 -17.014290 0.660 0.262 0.371
C 0.220467 -1.185055 -18.501717 3.637 -2.861 -1.054
H 4.110765 -4.887233 -12.971623 -0.256 0.256 -0.135
H 0.301366 -2.887421 -16.677390 -0.357 0.694 0.707
H -5.756305 -8.272688 -18.382906 0.431 -0.602 0.345
H 1.350973 0.647940 -18.545148 -0.102 -0.474 -0.077
C 3.671325 -5.423749 -17.380980 0.294 -0.937 -0.789
H -0.928513 -6.872298 -15.762601 1.095 0.510 1.155
H -3.531296 -4.977307 -15.151187 -0.806 0.380 0.426
H 3.259536 -6.777597 -14.517580 0.459 0.125 0.380
H 0.744759 -6.185604 -15.163167 1.681 -0.327 3.787
S 0.554357 -5.993753 -17.943571 -2.536 0.243 -1.292
H -0.020830 -3.784495 -18.698345 -0.070 -0.711 -0.834
H -3.138190 -5.379530 -17.700785 -0.945 0.656 0.432
C -0.686930 -4.784235 -15.268382 -2.886 -0.338 -3.238
C -1.692562 -1.346540 -14.080684 -1.219 1.261 0.206
S -4.701604 -7.963069 -16.104660 1.150 -3.625 -2.812
H -2.841953 -6.424074 -15.818514 -0.968 -0.848 -0.884
C -1.984688 -4.921494 -13.536525 -2.318 -3.303 2.919
O 0.839696 -5.981394 -16.443628 1.529 -2.220 -7.821
H 2.386157 -2.955666 -12.840639 0.102 -0.040 -0.134
O -4.610542 -9.506594 -16.051419 -0.439 2.206 0.582
H 4.002613 -5.677332 -16.373981 0.267 0.720 -0.027
H -1.360622 -3.023081 -14.150562 -2.033 -2.953 -0.163
C 2.279429 -3.872604 -13.401201 0.434 0.277 -0.278
C -1.702354 -0.366572 -18.884319 -0.734 2.861 -1.991
H 2.194128 -3.126721 -16.438637 0.686 -0.833 0.067
H 0.335604 -3.770912 -14.368987 3.456 -1.495 1.188
C 2.774451 -5.826792 -14.353068 -0.356 -0.876 1.690
C -1.076913 -1.570585 -18.702520 1.712 -0.056 -0.034
S -0.070652 -2.122350 -14.391091 3.452 9.454 -0.016
C -0.715142 0.618832 -19.018863 -0.659 1.447 0.206
```
Positions in Å, forces in eV/Å.


No. 2
ORCA calculation (ωB97M-V with the def2-TZVPD basis set) on C24H44NO8S2Si2Ta as an isolated structure.

The value obtained for the HOMO energy is -0.5333 Ha. As for the net charge: +2. The total energy is -3029.7558 a.u. The value obtained for the gap between HOMO and LUMO is 0.234 Eh. The calculation puts the molar mass at 775.87 g/mol. The value obtained for the energy above the lowest of the compared OMol25 structures with the same formula, charge and spin is 28.85 kcal per mole.

```
82
Properties=species:S:1:pos:R:3:forces:R:3
C -0.721670 -0.311027 -4.544289 0.016 0.009 0.009
H -4.090812 -1.470805 4.469193 -0.005 -0.001 0.017
H -6.227604 -2.449987 -2.855395 0.005 -0.022 0.019
C -2.358344 -1.748572 -3.440999 -0.153 -0.149 0.183
H -0.289786 0.097095 -5.446345 -0.011 0.024 0.006
H 0.344479 3.959085 5.093772 0.013 0.026 -0.007
C -4.056070 0.550556 3.697640 -0.173 0.046 0.115
H -4.634321 -1.318838 2.788298 -0.034 0.004 0.003
H -4.360347 2.399963 2.618039 -0.059 0.027 0.008
Si -1.424220 1.160794 2.683645 0.094 -0.059 -0.609
H 1.166206 4.187359 2.771266 0.014 -0.009 -0.012
O 0.879332 -1.662790 0.349546 0.229 -0.657 1.097
S -2.231104 -1.912111 -0.653126 0.919 0.602 0.897
H 2.179096 -1.750412 4.096356 -0.019 0.024 0.031
H -5.682858 -0.788376 4.114855 -0.002 -0.027 -0.002
C -4.827867 1.418901 2.716873 0.163 -0.079 -0.010
C -0.591557 4.393606 4.742728 -0.030 -0.044 -0.029
Si -3.886669 -2.933286 -3.484896 -0.162 -0.001 -0.272
C -0.899786 3.918974 3.333765 0.042 0.114 0.081
H -4.160944 -5.314354 -2.933787 -0.015 0.010 0.003
O -2.698050 0.373760 3.193924 -0.012 -0.056 0.173
H 1.129676 0.869538 4.677454 -0.038 0.018 0.039
H -2.448834 -4.926565 -3.049236 0.000 0.021 -0.031
C 0.419934 0.059762 4.850515 -0.081 0.113 -0.236
C -1.805062 -1.196125 -4.591732 0.009 -0.017 0.133
C -5.266189 -1.987436 -2.623237 0.192 -0.236 -0.054
H -3.039032 4.004463 3.581001 -0.005 0.035 -0.015
H 0.071850 5.428773 2.145747 0.055 0.008 0.026
C -3.968794 1.191198 5.073914 0.048 -0.029 -0.111
C 1.680269 -1.338295 3.220776 -0.096 0.139 -0.130
H -1.387531 4.102832 5.428519 0.006 0.014 0.008
S -1.709271 1.486073 0.517110 0.232 -0.393 0.012
C -0.213976 0.044002 -3.325222 0.175 0.270 -0.033
H 0.073202 3.818349 1.410176 0.012 0.042 -0.045
C -4.650428 -0.847726 3.771886 0.095 0.101 -0.023
H 0.605709 0.740713 -3.209862 0.006 -0.030 -0.013
O 1.637985 -3.628928 -0.431657 -0.086 0.277 0.285
H -4.860213 0.945929 1.733826 -0.031 0.007 0.004
C -2.280494 4.373783 2.889563 0.071 -0.174 0.028
O -0.230468 -0.005276 2.489080 -0.078 -0.514 -1.006
H -0.166642 -2.721774 4.538316 0.035 0.015 -0.018
C 1.681878 -2.446794 -0.404752 0.891 -0.719 -0.986
H 3.922538 -0.175770 0.223969 0.016 -0.014 -0.011
H -4.530137 -2.220350 -5.791678 -0.009 -0.007 -0.015
H -3.460724 2.156278 5.018458 -0.035 0.003 0.028
H -4.971815 1.348874 5.468677 0.011 0.021 0.036
H -3.424620 0.545873 5.764644 0.001 0.011 0.003
H -3.475130 -3.648436 -5.848867 -0.003 -0.003 -0.011
H -2.329922 5.461665 2.884740 0.002 0.007 -0.017
C -1.768752 -1.350000 -2.241886 0.224 0.261 -0.281
H 2.295677 -0.522121 2.833836 0.017 -0.009 0.026
N -0.742399 -0.460486 -2.189232 0.382 -0.087 1.241
O 2.325683 -0.213425 -1.122536 -0.230 -0.272 -0.212
H -0.881002 -2.501394 2.931456 0.042 -0.080 0.032
H -2.228008 -1.460390 -5.553525 0.045 0.006 -0.016
O 1.370510 1.479949 0.666464 -0.414 -0.571 -0.251
C -4.288085 -3.166127 -5.302728 0.100 0.054 0.306
H 2.939842 2.775641 1.856714 -0.194 0.065 0.060
H -2.502656 4.014350 1.882976 -0.044 0.057 -0.025
H -0.546105 0.487694 5.125694 0.017 -0.005 0.093
C -3.409891 -4.562631 -2.681947 -0.109 0.270 -0.048
H 3.634121 -1.859751 -1.086682 0.016 0.033 -0.006
H -5.308125 -0.954844 -2.974749 0.012 -0.005 -0.027
C 0.302217 -0.829779 3.621528 0.297 -0.451 0.354
Ta -0.367299 -0.347387 -0.013202 -2.059 1.802 -0.689
O 3.405676 2.163988 1.266731 0.310 -0.009 -0.072
H 1.604104 -2.128316 2.479786 0.064 -0.033 0.027
C 3.291925 0.490448 -0.369981 0.034 0.164 0.093
C 2.596327 -1.603634 -1.297438 -0.168 0.045 0.118
C 0.174092 4.363365 2.349081 -0.113 -0.107 0.055
H -5.159971 -1.975972 -1.537696 0.000 0.005 0.002
H -5.165845 -3.808899 -5.393035 0.002 -0.004 0.002
H -3.359290 -4.504322 -1.594737 0.004 -0.007 0.012
H -0.499165 5.479473 4.758045 -0.011 0.003 0.010
C 2.585621 1.425060 0.574386 -0.195 -0.109 -0.175
C -0.640352 -2.001325 3.872546 -0.070 0.284 -0.216
O -0.860483 2.455061 3.399604 -0.086 0.019 0.031
H -1.565218 -1.659901 4.328983 -0.087 -0.025 0.010
H 0.773615 -0.538549 5.688388 -0.024 -0.035 0.006
H 3.934042 1.077941 -1.030127 0.051 -0.003 0.029
H -5.847785 1.555748 3.072961 -0.016 0.030 -0.034
H 2.387012 -1.868734 -2.333671 -0.013 -0.029 0.000
```
Positions in Å, forces in eV/Å.


No. 3
ORCA calculation (ωB97M-V with the def2-TZVPD basis set) on a 5-piece molecular cluster, C24H45BF9NO5P overall.

The value obtained for the HOMO energy is -0.3977 Ha. As for the net charge: +1. The total energy is -2636.9093 a.u. The value obtained for the gap between HOMO and LUMO is 0.247 Eh. The calculation puts the molar mass at 640.39 g/mol.

```
86
Properties=species:S:1:pos:R:3:forces:R:3
H 1.293406 1.251937 -2.375671 -0.135 0.108 -0.035
H 0.742886 -4.436856 2.233900 -1.424 1.314 -1.740
C -2.081114 -2.938744 5.963512 0.020 0.600 0.316
C -5.430968 -2.142582 -0.233954 -0.206 1.032 -0.853
H -0.081541 -5.090523 -0.860411 1.823 1.049 0.281
C 4.145151 0.815943 -0.922854 -0.320 -0.118 -0.231
H 0.769801 -1.962641 -2.262140 -0.440 1.346 1.716
H -0.830161 -4.621223 1.207687 1.261 1.572 0.826
H -0.429012 -3.623147 4.742315 0.047 0.073 0.065
F -8.205565 -4.410399 -1.458167 1.665 0.219 5.258
H -2.646130 -2.003085 6.050908 0.117 -0.085 0.026
H -1.588714 0.121729 -4.069492 -0.071 -0.151 -0.123
O 6.125957 6.228892 -0.324753 0.133 0.193 0.144
H 4.177120 3.831086 -1.857389 0.035 -0.145 -0.042
C 7.475116 8.166192 -0.143741 0.046 0.540 -0.370
F -9.059111 -5.067055 0.670753 4.127 2.412 -2.386
F -7.885591 -2.700197 2.054003 0.068 -0.482 -5.371
H 8.512309 8.507742 -0.189444 -0.131 -0.057 -0.023
C -4.608300 -0.810936 -0.723159 -0.155 0.246 -0.623
H -2.459362 -0.093762 -0.975928 -1.046 -2.280 -0.567
C -7.035759 -1.732336 -0.244196 -1.197 1.789 -0.056
C 5.857681 6.852333 0.938806 -0.431 -0.115 -0.062
C -3.030101 -4.089561 5.749558 -0.113 -0.611 0.232
N 0.710524 -3.301383 0.295658 -3.539 -0.858 -1.043
C -7.914356 -4.345640 -0.002256 -2.161 -2.796 0.608
C -1.284450 -2.941957 4.677207 0.459 -0.028 -0.070
H -3.557141 -4.955074 3.818795 0.082 0.127 -0.055
H -0.918836 -1.947400 4.407257 -0.033 -0.073 -0.063
C -1.337755 1.186605 -4.118710 -0.232 0.053 0.324
H 4.229041 3.202301 0.442648 0.110 0.028 -0.055
H -1.454954 -3.044923 6.852967 -0.061 0.032 -0.154
F -5.225856 -3.179477 -1.300251 -0.454 2.391 3.528
H 6.190701 1.002213 -0.287748 -0.115 -0.012 0.068
H 1.551891 -5.338669 0.046353 -1.223 1.824 -1.466
H -2.603859 -3.826579 -0.753079 0.157 0.884 0.323
C -0.344266 1.466158 -5.225269 -0.251 0.298 -0.518
H 5.970913 3.378034 0.155204 -0.169 -0.007 -0.099
H 5.040083 0.999717 1.062262 0.007 0.005 -0.124
H 6.832024 8.971196 -0.518547 0.114 -0.069 0.009
P -2.170351 -2.515323 -0.336467 -1.020 1.309 0.247
F -7.530015 -1.553800 -1.628996 1.784 -0.707 4.449
H 1.547865 -4.189697 -1.511861 -1.268 -1.097 1.606
H 5.714139 6.085708 1.705208 -0.024 -0.023 -0.138
H 1.818225 1.729913 -5.015667 -0.101 -0.094 0.128
C 0.925999 -4.546611 -0.585216 1.258 -0.408 -0.099
O -2.156468 -3.432226 3.649367 -0.120 0.068 0.041
C 7.234150 6.901370 -0.938600 0.106 -0.356 -0.262
O -0.698158 1.542954 -2.885399 -0.212 -0.193 -0.301
H -3.929350 -4.039123 6.368689 0.114 -0.017 -0.123
F -9.422513 -2.351086 0.262176 4.694 -1.469 0.845
H -0.496846 0.835763 -6.104948 -0.021 0.088 0.102
O 0.408056 -1.440842 -1.464210 -1.888 -3.767 0.142
B -0.236353 -2.406763 -0.536147 5.079 0.832 -0.601
F -7.202354 -0.395658 0.440177 0.758 -4.248 -2.162
F -6.687212 -5.065494 0.417160 -4.120 2.713 -1.940
C -8.005031 -2.787300 0.551982 -3.064 1.021 1.201
C -3.072565 -1.086499 -1.226262 0.130 1.084 -0.149
H -0.420209 -2.953069 2.182044 0.727 -2.019 -1.542
H -2.964435 -1.239161 -2.386293 -0.359 0.133 2.343
C 7.030581 7.760215 1.237673 0.256 -0.082 0.610
H 7.827225 7.191330 1.731703 -0.104 0.082 -0.003
H -4.625969 0.073372 0.064778 -0.055 -2.299 -1.380
H 0.886763 2.833742 -3.077705 0.103 -0.075 0.006
H 5.696054 2.978456 -2.212610 -0.007 0.109 0.045
H 4.392909 -0.171510 -1.322871 -0.068 0.091 -0.074
H -2.519305 -5.035932 5.962978 -0.120 0.085 -0.010
H 3.162593 0.761710 -0.442228 -0.029 -0.099 0.094
H -4.160238 -3.302957 4.077433 -0.067 -0.071 0.038
H -2.419125 -2.384334 1.080803 -0.072 -0.329 -0.877
H 4.928920 7.424470 0.838339 -0.005 0.008 0.110
H -2.263343 1.758360 -4.232045 0.053 -0.046 0.109
H -0.418074 2.514544 -5.537547 -0.042 -0.154 0.010
C 0.973464 1.232303 -4.532714 0.483 -0.317 0.000
C 5.196602 1.334616 0.033739 0.422 -0.445 0.155
C 4.774501 2.946182 -1.621228 0.151 0.247 -0.407
H 8.099224 6.231448 -0.891547 0.061 0.061 -0.069
H 7.006076 7.103500 -1.989118 -0.051 -0.115 0.106
O 4.055617 1.763043 -1.996219 0.034 -0.142 0.294
H 6.763932 8.603866 1.879259 0.013 -0.124 -0.064
C -0.000117 -3.838827 1.519364 0.024 -0.197 1.532
C -3.325569 -3.985543 4.269180 -0.474 -0.026 -0.271
H 1.185654 0.157293 -4.491889 0.062 0.085 -0.019
C 0.696976 1.756685 -3.140649 0.306 0.312 0.428
F -5.092760 -2.613536 1.129721 -0.741 0.937 -4.241
H -5.196914 -0.389682 -1.672559 1.154 -1.117 2.133
C 5.076047 2.826198 -0.143412 -0.102 0.519 0.358
```
Positions in Å, forces in eV/Å.